[1]
Formula: C5H4NO4
Source: the Open Molecules 2025 dataset
Level of theory: ωB97M-V with the def2-TZVPD basis set

```
14
Properties=species:S:1:pos:R:3:nbo_charge:R:1
O 0.81992 1.11680 -2.20539 -0.518
O -1.44563 -1.92001 0.62150 -0.706
O -1.16327 -1.40228 2.73796 -0.619
O -1.06939 2.08096 -1.23567 -0.737
N 1.38133 -0.35203 -0.62248 -0.475
C 0.34703 0.38111 -0.15652 -0.193
C -0.26000 0.22941 1.29889 -0.533
C -0.11249 1.29427 -1.12894 0.630
C -0.98982 -1.06446 1.60434 0.798
C 1.62432 0.03481 -1.80799 0.219
H -0.88903 1.05864 1.41275 0.251
H -1.10700 -1.59303 -0.27388 0.500
H 2.44101 -0.08534 -2.46396 0.156
H 0.42302 0.22116 2.21940 0.227
```

Summary:
DFT total energy = -548.714707 Eh
Energy relative to the best compared isomer or geometry (same formula, charge and spin) = 0.0465 eV
SMILES = O=C(O)Cc1ncoc1[O-]
Largest force on an atom = 0.0608 Eh/bohr
Charge = -1
Kohn-Sham gap = 6.950 eV

[2]
Formula: C5H4O
Source: the Open Molecules 2025 dataset
Level of theory: ωB97M-V with the def2-TZVPD basis set

```
10
Properties=species:S:1:pos:R:3:nbo_charge:R:1
O 1.26285 2.23667 -1.73331 -0.515
C -0.70286 -1.19354 1.01155 -0.065
C 1.19710 1.12044 -1.20428 0.383
C 0.09661 0.53285 -0.47811 -0.261
C -1.78434 -1.32809 1.70669 -0.169
C 0.20600 -0.62202 0.15714 -0.210
H 2.28356 0.60478 -1.06892 0.099
H -2.88293 -1.39071 2.13132 0.282
H 1.07797 -1.18083 -0.06217 0.226
H -0.75397 1.22044 -0.45992 0.231
```

Summary:
DFT total energy = -268.018519 Eh
Energy relative to the best compared isomer or geometry (same formula, charge and spin) = 2.5530 eV
SMILES = C#C/C=C/C=O
Largest force on an atom = 0.1892 Eh/bohr
Charge = 0
Kohn-Sham gap = 8.827 eV

[3]
Formula: C5H4O2
Source: the Open Molecules 2025 dataset
Level of theory: ωB97M-V with the def2-TZVPD basis set

```
11
Properties=species:S:1:pos:R:3:nbo_charge:R:1
O -0.59294 -2.17036 -0.62804 -0.479
O 1.96461 -1.60578 0.26484 -0.406
C -1.07709 0.32624 -0.33842 -0.340
C -0.12137 1.20475 -0.02662 -0.150
C 1.24920 0.76447 0.10672 -0.597
C 1.54646 -0.53071 0.14448 0.753
C -0.98003 -1.14131 -0.13141 0.392
H -2.13346 0.58804 -0.31456 0.228
H -0.35940 2.25123 0.15561 0.227
H -1.58725 -1.11956 0.78886 0.096
H 2.09127 1.43300 -0.02146 0.276
```

Summary:
DFT total energy = -343.303582 Eh
Energy relative to the best compared isomer or geometry (same formula, charge and spin) = 2.4158 eV
SMILES = O=C=C/C=C\C=O
Largest force on an atom = 0.0355 Eh/bohr
Charge = 0
Kohn-Sham gap = 8.642 eV

[4]
Formula: C5H4O2
Source: the Open Molecules 2025 dataset
Level of theory: ωB97M-V with the def2-TZVPD basis set

```
11
Properties=species:S:1:pos:R:3:nbo_charge:R:1
O -1.60497 -0.90957 1.44128 -0.471
O -1.80728 1.52670 -0.19686 -0.460
C 1.17574 -0.35990 -0.54611 -0.084
C -0.81272 -0.57369 0.59608 0.430
C -0.86410 0.78409 -0.16252 0.507
C 0.54681 1.00941 -0.68279 -0.570
C 0.42245 -1.23974 0.12866 -0.312
H 0.89880 1.76154 0.03311 0.254
H 0.68161 1.45506 -1.67159 0.248
H 2.13391 -0.60387 -0.99835 0.221
H 0.65078 -2.28565 0.30808 0.238
```

Summary:
DFT total energy = -343.369049 Eh
Energy relative to the best compared isomer or geometry (same formula, charge and spin) = 0.6343 eV
SMILES = O=C1C=CCC1=O
Largest force on an atom = 0.0126 Eh/bohr
Charge = 0
Kohn-Sham gap = 8.816 eV

[5]
Formula: C5H4O2Tb
Source: the Open Molecules 2025 dataset
Level of theory: ωB97M-V with the def2-TZVPD basis set

```
12
Properties=species:S:1:pos:R:3:lowdin_charge:R:1
Tb 1.57762 -0.99042 -3.22831 1.832
O -2.85106 0.06138 -0.40188 0.280
O -0.44395 -0.28499 -1.42764 -0.267
C 0.83556 0.14483 -1.23836 -0.394
C -1.73011 0.00704 0.00044 -0.093
C -1.22478 0.18967 1.31847 0.019
C 0.12300 0.21376 1.54927 0.169
C 1.23014 -0.16789 0.78465 -0.021
H 0.82820 1.24986 -1.12094 0.073
H 2.13552 0.45100 0.80083 0.118
H 1.48365 -1.23660 0.85829 0.119
H -1.96378 0.36236 2.10518 0.163
```

Summary:
Multiplicity = 8
DFT total energy = -1166.939299 Eh
Largest force on an atom = 0.1351 Eh/bohr
Charge = +2
Kohn-Sham gap (spin up / spin down) = 7.349 / 7.432 eV
Expectation value of S² = 15.774

[6]
Formula: C5H4O2Yb
Source: the Open Molecules 2025 dataset
Level of theory: ωB97M-V with the def2-TZVPD basis set

```
12
Properties=species:S:1:pos:R:3:nbo_charge:R:1
Yb -1.83959 -3.37776 -3.05881 1.942
O -0.48574 -1.99220 -1.63967 -0.850
O 1.54356 1.16900 1.45465 -0.577
C -0.72773 0.84592 0.00522 -0.139
C -0.20349 0.76655 -1.23793 -0.105
C -0.34563 -0.69562 0.46538 -0.219
C 0.22760 1.30838 1.03317 0.029
C -0.29344 -1.07323 -0.86739 0.494
H -0.30965 -1.31528 1.36313 0.260
H -0.38328 1.42950 1.94619 0.245
H 2.13928 0.92378 0.74068 0.497
H 0.67811 2.01096 -0.20464 0.424
```

Summary:
DFT total energy = -1500.991647 Eh
Energy relative to the best compared isomer or geometry (same formula, charge and spin) = 10.6812 eV
Largest force on an atom = 0.1173 Eh/bohr
Charge = +2
Kohn-Sham gap (spin up / spin down) = 5.081 / 5.080 eV

[7]
Formula: C5H4O4Y
Source: the Open Molecules 2025 dataset
Level of theory: ωB97M-V with the def2-TZVPD basis set

```
14
Properties=species:S:1:pos:R:3:nbo_charge:R:1
Y 2.05498 2.75003 0.03184 2.645
O -0.19177 2.19735 -0.40316 -0.844
O -1.08471 0.13497 -0.64835 -0.420
O -1.45864 1.35463 1.15550 -0.590
O 3.19907 -1.39567 0.73794 -0.535
C 2.80722 -0.62746 -0.15630 0.643
C -2.21260 -0.74697 -0.10260 0.051
C -3.12294 -1.52972 -0.00187 -0.002
C 2.10714 0.15527 -0.85225 -0.821
C -1.01426 1.35421 -0.04156 1.072
H 2.14393 0.27462 -1.93865 0.334
H 2.89004 -2.31833 0.64044 0.588
H -2.10320 0.45668 1.29293 0.568
H -4.01425 -2.05962 0.28608 0.311
```

Summary:
DFT total energy = -530.774068 Eh
Energy relative to the best compared isomer or geometry (same formula, charge and spin) = 0.0000 eV
Largest force on an atom = 0.1069 Eh/bohr
Charge = +3
Kohn-Sham gap = 5.590 eV

[8]
Formula: C5H4O5Pb
Source: the Open Molecules 2025 dataset
Level of theory: ωB97M-V with the def2-TZVPD basis set

```
15
Properties=species:S:1:pos:R:3:nbo_charge:R:1
Pb -0.31964 -0.62941 0.49161 1.379
O 1.64889 0.51995 1.85545 -0.818
O 2.07546 -2.02255 -2.01509 -0.301
O 0.39483 2.75269 -2.50456 -0.373
O -3.11182 -2.56984 -0.71429 -0.290
O -2.24626 2.22942 1.86700 -0.304
C -2.32663 -1.74291 -0.62840 0.446
C 0.15498 1.89677 -1.77701 0.455
C 3.02837 0.74949 1.41090 -0.258
C -1.75104 1.41942 1.20118 0.460
C 1.26790 -1.47211 -1.39232 0.457
H 3.62931 1.22242 2.21791 0.240
H 2.96931 1.35922 0.50512 0.199
H 1.66381 0.40959 2.82448 0.520
H 3.41186 -0.25433 1.12318 0.188
```

Summary:
DFT total energy = -761.248566 Eh
Energy relative to the best compared isomer or geometry (same formula, charge and spin) = 0.0000 eV
Largest force on an atom = 0.1212 Eh/bohr
Charge = +2
Kohn-Sham gap = 8.545 eV